21
Properties=species:S:1:pos:R:3:forces:R:3:nbo_charge:R:1 method="wB97M-V/def2-TZVPD" homo_ev=-12.81 fmax_ha_per_bohr=0.051 total_charge=+1 homo_lumo_gap_ev=9.34 relative_energy_ev=0.250 energy_ev=-25008.3837 e_lumo_ha=-0.1278
I 1.1093 -0.1840 1.1775 0.755 -2.414 0.692 0.219
I 2.8511 2.8301 1.7856 0.507 0.100 0.207 0.158
C 3.0150 0.3220 3.4789 -0.075 -0.170 0.329 -0.677
C 2.8586 0.7063 2.0224 0.974 -0.067 -0.187 -0.468
H 2.1671 0.6908 4.0802 0.366 -0.147 -0.222 0.226
H 3.9466 0.7523 3.8835 -0.358 -0.139 -0.198 0.249
H 3.0636 -0.7757 3.5752 -0.012 0.396 -0.026 0.241
H 3.6975 0.3489 1.3912 -0.649 0.207 0.454 0.239
C -0.1446 2.8249 -0.1443 0.013 -0.271 0.224 0.677
N -0.7939 3.8644 -0.6727 -0.296 0.516 -0.261 -0.778
N -0.3440 2.4987 1.1278 -0.598 0.614 -0.099 -0.607
N 0.7035 2.1178 -0.9001 -0.045 0.534 -0.867 -0.798
C -1.2493 3.2147 2.0209 -0.155 0.192 0.109 -0.441
H -1.4430 4.4071 -0.0976 0.500 -0.343 -0.627 0.431
H -0.6430 4.1187 -1.6521 -0.247 -0.066 0.810 0.427
H 0.1699 1.6965 1.5005 -0.596 0.816 -0.212 0.398
H 1.2029 1.3205 -0.4985 -0.314 0.644 -0.585 0.407
H 0.8526 2.3743 -1.8792 -0.065 -0.215 0.762 0.421
H -1.2161 2.7284 3.0104 -0.019 0.264 -0.529 0.246
H -2.2872 3.1844 1.6487 0.337 -0.082 0.174 0.216
H -0.9477 4.2693 2.1368 -0.024 -0.369 0.052 0.214